Entry from the Open Molecules 2025 dataset: C14H22AgF6Li2O14P2S2 as an isolated structure at a distorted geometry (ωB97M-V/def2-TZVPD).

Output
Kohn-Sham gap (alpha / beta) in eV: 6.973 / 8.014
2S+1: 2

```
63
Properties=species:S:1:pos:R:3:forces:R:3
Li -0.388937 -3.217511 -3.540335 -0.66 0.11 1.32
Li -2.210084 -2.011307 1.197525 -0.23 0.31 -1.25
Ag -0.155474 0.720619 -4.504580 -0.01 0.00 -0.26
O -0.729234 -1.173290 0.164973 2.05 0.41 -1.92
P 0.244390 -1.181004 -1.000883 -0.46 -2.35 1.06
O 0.440404 -2.438418 -1.856626 -0.44 2.67 1.01
F 1.745006 -0.744969 -0.415104 -2.09 -0.24 -1.14
F -0.039357 0.057047 -1.973039 0.43 -0.63 1.07
O -2.878088 -3.136185 -0.259631 -0.65 -0.25 -1.29
P -3.194026 -3.743746 -1.596975 -0.22 -1.78 1.96
O -2.312534 -3.619058 -2.772300 0.79 0.34 -0.70
F -4.672168 -3.342380 -2.090997 1.32 -0.67 0.80
F -3.335890 -5.365159 -1.273548 -0.33 2.53 -0.82
C 0.679254 1.887972 2.035377 0.39 0.09 0.35
C 1.758833 2.959151 2.389998 -1.09 -0.21 1.43
C 1.225844 3.841683 3.547888 0.15 0.27 0.55
S -0.508694 3.432831 3.892908 -3.75 -0.88 0.56
O -1.354014 4.669429 3.865579 2.13 -2.26 0.08
O -0.820509 2.431093 4.974310 1.65 2.34 -2.19
C -0.689190 2.534916 2.275125 1.32 0.80 0.00
H 0.859355 1.016181 2.664362 -0.24 0.01 0.23
H 0.847592 1.519647 1.023395 -0.36 0.21 -0.16
H 1.961923 3.710278 1.626678 0.46 -0.81 -0.46
H 2.594326 2.414704 2.830032 0.52 0.36 -0.78
H 1.232989 4.888668 3.244771 -0.34 -0.02 0.17
H 1.825378 3.783834 4.456351 -0.22 -0.23 0.08
H -0.660145 3.378984 1.586073 -0.76 0.11 -0.22
H -1.585021 1.923060 2.169206 0.11 0.16 0.36
C -4.750141 1.159716 -2.383319 0.30 1.15 0.69
C -5.508871 -0.190580 -2.063624 1.39 1.50 -1.47
C -5.866232 -0.066978 -0.584273 -0.37 0.05 -0.48
S -4.431649 0.644312 0.205241 0.17 2.16 2.11
O -3.561612 -0.384783 0.789471 -0.73 0.52 -0.36
O -4.853279 1.770528 1.100469 0.85 -2.43 -1.95
C -3.661317 1.310658 -1.322121 -0.26 -1.13 1.30
H -5.356559 2.063493 -2.323817 -0.58 -0.19 0.11
H -4.218709 1.295994 -3.325185 -0.39 -0.82 -0.38
H -4.747747 -0.887377 -2.414740 -0.43 -0.84 0.74
H -6.358222 -0.250802 -2.744114 -0.16 -0.25 0.38
H -6.246994 -0.896661 0.011337 0.35 -0.27 -0.35
H -6.634175 0.706552 -0.580255 0.05 0.16 0.45
H -2.846589 0.608171 -1.497749 0.20 0.14 -0.06
H -3.288741 2.288881 -1.018193 -0.14 0.04 -0.43
C 4.471540 -0.508577 1.804918 -0.03 -1.17 -1.88
C 3.369290 -1.438301 2.164622 0.20 0.52 -1.70
O 2.835282 -0.841786 3.308682 0.37 -0.26 0.80
C 3.882598 -0.193265 3.948358 1.26 0.36 2.80
O 3.954420 0.117956 5.136900 -0.66 -0.87 -4.33
O 4.928100 -0.040281 3.038398 -1.04 0.85 0.87
F 3.915431 -2.655141 2.351062 0.03 -1.35 1.30
H 4.050384 0.116882 1.017817 0.12 1.56 0.75
H 5.197416 -1.072200 1.218811 0.62 -0.03 0.70
H 2.712690 -1.580394 1.306259 -0.83 0.38 0.80
C 3.886356 -0.794128 -2.987125 -0.09 2.09 0.84
C 3.713290 -2.192715 -2.369610 2.17 4.64 -0.52
O 4.948193 -2.730019 -2.721997 0.03 -1.89 1.32
C 5.674990 -2.047093 -3.645284 1.28 0.25 0.05
O 6.728848 -2.505226 -4.058917 -3.22 2.18 0.52
O 5.021664 -0.796618 -3.823256 1.62 -2.63 -0.90
F 2.754583 -2.707618 -3.049247 -2.69 -3.08 -2.17
H 4.085203 0.035110 -2.308210 -0.08 -0.29 0.69
H 2.973736 -0.473622 -3.489631 0.09 -0.38 -0.54
H 3.344895 -2.061162 -1.352213 1.16 -1.01 0.47
```
Forces are in eV/Å.

***

Entry from the Open Molecules 2025 dataset: an isolated ion of composition C14H22BClN3O5 and charge +1 at a distorted geometry (ωB97M-V/def2-TZVPD).

Output
Kohn-Sham gap in eV: 6.970
Charge: +1

```
46
Properties=species:S:1:pos:R:3:forces:R:3
C -4.672070 0.723714 -0.133447 0.12 -0.16 0.02
C -4.771707 -0.752939 0.210275 0.21 0.30 0.42
N -3.598828 -1.592317 -0.137748 -0.24 -0.10 -0.02
N -2.368069 -0.938594 -0.027196 0.00 -0.08 0.10
C -1.881788 -0.818127 1.225510 0.51 0.30 0.16
C -0.693072 -0.171488 1.515116 -0.16 0.38 0.03
B -0.177768 -0.079214 3.035938 -0.17 -0.22 0.12
O 0.125083 -1.247957 3.691919 -0.38 0.25 -0.20
O -0.091536 1.110838 3.630451 0.44 -0.03 0.06
C 0.788496 1.199110 4.777251 -0.52 0.26 -0.02
C 0.010284 0.368202 0.425805 -0.64 -0.16 -0.45
C 1.322024 1.096328 0.546699 0.20 0.35 -0.58
O 1.719295 1.613393 1.536990 0.20 -0.15 0.92
O 1.981831 1.118298 -0.622563 -0.26 -0.86 0.11
C 3.386266 0.767376 -0.512369 0.63 0.52 -0.75
C 3.854578 0.384375 -1.904386 -0.46 0.06 0.25
C 5.300131 -0.073349 -1.909085 -0.28 -0.28 0.36
N 5.458501 -1.256286 -1.037605 -0.08 0.49 -0.24
C -0.501290 0.214322 -0.857361 -0.20 -0.39 0.26
C -1.699441 -0.447875 -1.090505 0.43 0.40 -0.05
C -2.261107 -0.645007 -2.469260 -0.59 0.22 0.74
C -1.585773 0.229566 -3.488540 -0.06 -0.08 0.06
O -0.825320 -0.192426 -4.276341 0.63 -0.25 -0.68
Cl -1.982602 1.932842 -3.423591 -0.23 0.14 0.20
H -5.574727 1.214053 0.214562 -0.15 0.10 -0.08
H -4.549085 0.913863 -1.194341 -0.11 0.06 -0.20
H -3.845254 1.197853 0.389830 0.13 0.07 0.08
H -4.918692 -0.835517 1.284137 -0.05 -0.10 0.14
H -5.638214 -1.213174 -0.248804 -0.02 -0.18 -0.19
H -3.682287 -2.055816 -1.028899 0.13 0.09 -0.10
H -2.487375 -1.245685 2.007155 -0.23 -0.19 -0.08
H -0.330101 -1.993108 3.288897 0.43 -0.30 0.03
H 1.781049 0.875356 4.491619 0.17 -0.05 0.04
H 0.803402 2.234163 5.086716 0.07 0.21 -0.08
H 0.400682 0.610119 5.599091 0.01 -0.26 0.07
H 3.533883 -0.062933 0.170144 -0.22 0.03 0.31
H 3.939343 1.637630 -0.178247 0.06 0.07 0.33
H 3.706577 1.235021 -2.563751 0.10 0.14 -0.14
H 3.189165 -0.404499 -2.259775 0.07 -0.19 -0.18
H 5.911910 0.734002 -1.510842 0.24 0.08 -0.13
H 5.588382 -0.275489 -2.938217 0.15 0.06 -0.12
H 6.162772 -1.869727 -1.422048 0.02 -0.14 0.15
H 4.579471 -1.754981 -1.016768 0.08 -0.34 -0.08
H 0.071154 0.604199 -1.679275 0.01 0.02 -0.22
H -2.156063 -1.684885 -2.767848 0.13 -0.11 -0.19
H -3.322108 -0.403232 -2.429293 -0.11 0.02 -0.17
```
Forces are in eV/Å.

***

Entry from the Open Molecules 2025 dataset: C14H22BCoN2O5S as an isolated structure at a distorted geometry (ωB97M-V/def2-TZVPD).

Output
Kohn-Sham gap (alpha / beta) in eV: 5.947 / 5.114
Energy relative to the best compared isomer or geometry (same formula, charge and spin) in eV: 1.274
Charge: -1
2S+1: 2

```
46
Properties=species:S:1:pos:R:3:forces:R:3
Co 0.877903 0.216669 0.966525 0.09 -0.06 -0.67
O 0.496203 1.936478 1.709495 -0.19 0.35 1.14
N 0.533577 2.973241 0.934700 0.06 -0.17 -0.83
C 1.605692 3.780788 1.053738 0.15 0.57 0.08
C 1.722094 4.939364 0.329619 0.31 0.00 0.17
C 0.733314 5.254176 -0.596521 0.03 0.18 -0.05
C -0.297939 4.375618 -0.779506 -0.23 -0.19 0.01
C -0.408785 3.189296 -0.032552 -0.23 -0.03 -0.06
S -1.696851 2.087722 -0.311616 -0.12 0.46 -0.02
H 2.316551 3.433501 1.787639 0.00 0.03 0.02
H 2.583746 5.575855 0.476775 0.00 -0.04 0.03
H 0.782111 6.165316 -1.178198 0.05 -0.01 -0.01
H -1.059953 4.563916 -1.522487 -0.03 -0.08 0.01
N 2.390848 0.753824 -0.653826 -0.04 0.07 0.16
C 3.682826 0.139810 -0.325408 -0.09 -0.05 -0.01
C 3.634141 -1.373314 -0.464187 -0.09 0.05 0.00
C 2.721144 -2.163329 0.495149 -0.02 0.01 -0.04
O 2.949276 -3.372203 0.577624 -0.05 0.09 0.03
O 1.802188 -1.527795 1.105107 -0.07 -0.34 0.18
H 2.048989 0.424167 -1.549440 -0.10 -0.04 0.04
H 2.466776 1.762500 -0.704719 0.03 0.01 -0.08
H 3.926389 0.409165 0.705953 -0.02 0.00 0.00
H 4.486752 0.520186 -0.967926 0.07 0.03 0.01
H 4.636441 -1.784800 -0.344199 0.03 0.00 -0.07
H 3.304577 -1.634014 -1.476860 0.05 0.00 -0.02
C -3.792042 -1.291043 0.892964 -0.01 0.00 0.00
C -2.286417 -1.545466 0.799827 0.01 0.16 -0.01
C -1.894884 -2.658784 1.759931 0.06 -0.10 -0.03
O -1.644442 -0.355642 1.245571 -0.19 0.19 -0.21
B -0.971060 0.307056 0.146117 1.00 -1.51 0.10
O -1.057086 -0.579540 -1.002693 -0.48 0.48 0.04
C -1.775398 -1.762081 -0.683534 0.03 0.07 -0.02
C -2.903853 -1.909196 -1.706410 0.03 -0.08 -0.02
C -0.810756 -2.932664 -0.849809 0.04 -0.07 0.15
H -4.044460 -1.120552 1.941178 -0.01 0.01 -0.02
H -4.385608 -2.130065 0.520041 0.01 0.02 0.05
H -4.058255 -0.391522 0.335628 -0.03 -0.03 -0.01
H -2.294136 -2.432215 2.751033 0.00 0.00 -0.03
H -0.808736 -2.724596 1.836667 -0.05 -0.03 -0.01
H -2.291699 -3.624764 1.433593 0.00 0.02 0.06
H -3.516058 -1.008664 -1.750534 0.00 -0.02 0.02
H -3.544651 -2.767903 -1.484652 0.03 0.02 -0.03
H -2.456330 -2.063139 -2.690621 -0.02 0.03 0.01
H 0.032256 -2.860878 -0.159566 -0.07 0.01 -0.06
H -0.418052 -2.902633 -1.868182 -0.01 -0.02 0.00
H -1.316324 -3.891836 -0.701432 0.06 0.01 -0.01
```
Forces are in eV/Å.

***

Entry from the Open Molecules 2025 dataset: C14H22BIrN9OS2 as an isolated structure at a distorted geometry (ωB97M-V/def2-TZVPD).

Output
Kohn-Sham gap (alpha / beta) in eV: 7.560 / 5.451
Energy relative to the best compared isomer or geometry (same formula, charge and spin) in eV: 0.000
Charge: +2
2S+1: 6

```
50
Properties=species:S:1:pos:R:3:forces:R:3
Ir 0.389853 0.419913 -0.282881 0.63 -0.46 0.77
N 0.091625 1.823390 -2.075976 -0.57 -0.57 0.60
C 1.195491 2.176700 -2.983648 0.66 0.38 -0.32
C 2.367142 2.841988 -2.268447 -0.10 -0.54 0.03
C 3.165221 1.887578 -1.388055 0.27 0.37 -0.33
N 2.447937 1.590777 -0.138678 -0.28 -0.16 0.07
H -0.650642 1.399641 -2.632934 -0.05 0.20 0.14
H -0.286009 2.680834 -1.667272 -0.10 -0.13 -0.16
H 0.825658 2.864027 -3.754124 -0.06 -0.21 0.10
H 1.535477 1.264990 -3.478442 -0.07 0.02 -0.01
H 2.016349 3.686390 -1.671008 0.01 0.17 -0.02
H 3.038557 3.241653 -3.026586 -0.03 0.07 -0.03
H 4.130168 2.348526 -1.153647 -0.04 -0.14 -0.04
H 3.353490 0.950161 -1.913973 0.05 -0.01 0.02
H 2.263823 2.474928 0.332721 -0.01 -0.15 0.16
H 3.049003 1.037441 0.466651 -0.10 0.05 0.09
C 2.694112 -4.536075 -0.979413 0.67 -0.08 -0.67
N 1.713412 -4.199248 0.014604 -0.68 0.80 0.29
C 1.181519 -5.048213 0.929059 -0.61 -0.07 0.67
C 0.188217 -4.373986 1.576219 0.42 -0.63 -0.05
N 0.102016 -3.115069 1.056375 0.43 0.23 -0.62
B -1.195772 -2.245734 1.225959 0.43 0.18 0.41
N -0.046382 -0.982122 3.180574 0.53 0.77 -0.06
C 0.688686 -1.497219 4.216708 0.28 -0.01 0.36
C 1.469202 -0.492591 4.693857 -0.16 -0.69 0.16
N 1.208974 0.626944 3.961188 -0.70 -0.65 -0.77
C 1.676321 1.954440 4.248777 0.23 0.89 0.29
C 0.288791 0.328315 3.026727 0.27 -0.20 0.13
S -0.343135 1.430013 1.890757 -0.21 0.03 -1.21
C 1.058736 -3.016195 0.112333 -0.19 -0.39 0.42
S 1.585954 -1.681074 -0.814757 -0.24 1.53 -0.43
H 2.966165 -5.583786 -0.871121 -0.03 0.08 0.04
H 3.586172 -3.918842 -0.873881 -0.01 -0.05 0.07
H 2.281254 -4.379247 -1.977828 0.02 -0.07 0.09
H 1.523915 -6.055535 1.045705 0.08 -0.20 0.00
H -0.467586 -4.714817 2.349518 -0.23 -0.08 0.11
H -2.134181 -2.965738 1.198966 -0.21 -0.09 -0.04
H -2.086287 -1.185488 -0.248344 -0.20 -0.03 -0.12
H 0.580497 -2.515136 4.534652 -0.04 -0.12 0.06
H 2.170855 -0.489042 5.502552 0.12 -0.02 0.17
H 2.649944 1.907144 4.730500 -0.01 -0.05 -0.06
H 0.970562 2.452232 4.919786 0.08 -0.07 -0.08
H 1.739229 2.530766 3.326571 0.06 -0.07 0.08
O -1.227959 -1.233948 0.175775 0.12 0.38 -0.53
N -1.159319 -1.570029 2.626582 -0.21 -0.46 -0.11
C -2.338452 -1.126424 3.202835 0.18 0.05 0.17
C -2.279912 -0.223450 4.261023 0.10 0.29 0.33
N -2.111930 0.563660 5.087244 0.06 0.18 0.25
C -3.585188 -1.490009 2.706539 -0.22 -0.16 -0.24
N -4.636491 -1.734122 2.305884 -0.33 -0.12 -0.18
```
Forces are in eV/Å.

***

Entry from the Open Molecules 2025 dataset: a 4-piece molecular cluster, C14H22Br2O9 overall at a distorted geometry (ωB97M-V/def2-TZVPD).

Output
Kohn-Sham gap in eV: 10.133
Energy relative to the best compared isomer or geometry (same formula, charge and spin) in eV: 0.000

```
47
Properties=species:S:1:pos:R:3:forces:R:3
C -3.795372 3.160307 -3.680765 0.09 0.31 -0.28
C -3.481302 3.414308 -2.233261 0.35 -0.57 0.24
C -4.624501 3.986228 -1.389067 0.41 0.79 -0.52
O -4.617710 3.217473 -0.201988 -0.10 -0.10 0.01
C -3.785003 2.156267 -0.336420 -0.12 0.29 -0.21
O -3.607231 1.344342 0.506231 0.13 -0.30 0.15
O -3.195628 2.166586 -1.550394 -0.08 0.09 -0.06
H -4.735080 2.623328 -3.799254 -0.02 0.01 -0.02
H -3.001334 2.614159 -4.189587 0.03 -0.13 0.21
H -3.843952 4.126834 -4.192265 -0.26 -0.07 0.02
H -2.566583 4.006765 -2.147843 -0.12 0.11 0.04
H -5.576575 3.953941 -1.921878 -0.12 -0.37 0.24
H -4.428023 5.032840 -1.148649 -0.07 -0.09 0.16
C 0.084675 0.452153 -0.392231 -0.99 -0.12 0.30
C 0.920813 0.111166 -1.583500 -0.05 0.44 -0.17
C 0.315394 0.544079 -2.924906 0.54 -0.01 0.32
O 1.450550 1.017416 -3.666820 -0.07 -0.25 -0.11
C 2.504412 1.182196 -2.834137 -0.51 -0.03 0.30
O 3.574365 1.560745 -3.172035 0.31 0.18 -0.10
O 2.146733 0.881114 -1.565815 0.10 -0.41 -0.10
H -0.793722 -0.206293 -0.357425 0.20 -0.09 -0.08
H -0.350570 1.451396 -0.455423 0.34 0.16 -0.02
H 0.609413 0.313104 0.548104 0.17 0.08 -0.12
H 1.158526 -0.954254 -1.589103 0.25 0.04 0.03
H -0.369660 1.374928 -2.773233 -0.22 -0.01 -0.15
H -0.132088 -0.283526 -3.464560 -0.18 0.09 -0.09
C 5.041423 -4.580470 1.209861 0.17 -0.78 0.62
C 4.182304 -3.789891 2.165247 0.47 0.55 -0.29
C 4.807930 -2.451725 2.608206 -0.26 -0.17 0.14
O 3.720703 -1.523471 2.515733 0.04 -0.04 -0.07
C 2.726927 -2.061670 1.780618 0.45 -0.49 0.08
O 1.761132 -1.481524 1.413984 -0.38 0.25 -0.02
O 2.977823 -3.362213 1.507359 0.00 0.04 0.22
H 6.005240 -4.782810 1.692972 0.01 0.27 -0.15
H 5.191491 -4.084793 0.257187 -0.01 0.14 -0.04
H 4.622050 -5.578475 1.062636 -0.18 0.19 -0.27
H 3.936551 -4.391663 3.040663 -0.26 -0.01 -0.06
H 5.624488 -2.118267 1.967193 -0.07 -0.03 -0.12
H 5.150127 -2.478528 3.640505 0.01 0.04 -0.02
Br -3.856372 -0.024237 4.024224 -0.06 0.03 0.17
C -2.015264 -0.613068 3.956035 0.31 0.12 -0.14
C -1.601317 -0.905832 2.538803 -0.10 -0.16 -0.27
Br -2.320090 -2.609519 1.912725 0.06 0.09 0.00
H -1.923759 -1.469355 4.613691 0.00 -0.09 -0.01
H -1.381532 0.190128 4.331915 -0.21 0.08 0.08
H -0.521999 -0.974591 2.421506 0.01 -0.09 0.14
H -1.988402 -0.155631 1.855158 -0.02 0.03 0.00
```
Forces are in eV/Å.